The molecule CH5IOSi, computed with wB97M-V/def2-TZVPD.

Last column: Löwdin charge in e.
Cartesian coordinates (Å):
C -0.89272 -0.96536 0.30120  -0.2462
Si 0.34717 0.26131 -0.37463  0.0417
O 0.21678 1.66570 0.52869  -0.3208
I 2.80393 -0.16156 -0.10636  0.3181
H -1.13579 -1.06135 1.37654  0.0389
H -1.71189 -0.41541 -0.24475  0.0291
H -0.67465 -2.02333 -0.05541  0.0541
H 0.31064 0.14292 -1.91147  -0.0293
H 0.73652 2.55708 0.48619  0.1144

Results
Orbital gap: 9.84 eV
Highest occupied orbital energy: -9.34 eV
Molar mass: 188.04 g mol⁻¹
LUMO level: 0.018 Ha
Energy relative to the best compared isomer or geometry (same formula, charge and spin): 8.8 kcal/mol

The molecule CH5IOSi, computed with wB97M-V/def2-TZVPD.

Last column: Löwdin charge in e.
Cartesian coordinates (Å):
C 0.68224 1.00324 0.13653  -0.2598
Si -0.44592 -0.55308 -0.32599  0.1233
O -0.28268 -2.04352 0.40210  -0.2664
I -2.81548 0.23832 -0.01766  0.3764
H 1.52827 1.20135 -0.48775  -0.0071
H -0.19815 1.69444 -0.12125  -0.0080
H 1.16152 1.15131 1.14119  0.0332
H -0.10412 -0.66056 -1.73296  -0.0398
H 0.47432 -2.03150 1.00580  0.0483

Results
Orbital gap: 10.26 eV
Highest occupied orbital energy: -9.73 eV
Molar mass: 188.04 g mol⁻¹
LUMO level: 0.020 Ha
Energy relative to the best compared isomer or geometry (same formula, charge and spin): 9.2 kcal/mol

Respective max |F| values: 3.27, 2.11 eV/A.